Entry 1:
This record from the OMol25 dataset describes C8H11F3N3NiO9P2S as an isolated structure. The level of theory is ωB97M-V/def2-TZVPD.

Each line ends with the Löwdin spin population.
Element x y z (Å)
Ni1 -0.16 -0.60 0.39  1.748
S1 0.53 -0.86 2.80  0.050
P1 -0.63 2.56 0.93  0.005
P2 -3.02 0.44 1.40  0.004
F1 3.14 -1.31 4.66  0.002
F2 2.66 0.79 4.64  0.001
F3 4.70 0.15 4.42  0.000
O1 -0.05 -3.02 -2.44  0.003
O2 -1.27 3.62 -0.12  0.002
O3 -0.09 -0.99 -1.68  0.044
O4 -3.64 0.03 2.69  0.001
O5 0.20 3.30 1.93  0.001
O6 -2.18 -0.50 0.57  0.023
O7 -0.14 -2.63 -0.30  0.039
O8 -0.13 1.43 0.10  0.029
O9 -4.13 1.05 0.40  0.002
N1 1.91 -0.50 0.66  0.037
N2 -0.09 -2.25 -1.50  -0.001
N3 -1.46 1.57 3.24  0.000
C1 3.43 -0.14 4.07  0.002
C2 2.95 -0.25 -0.13  0.003
C3 4.21 0.03 0.38  0.002
C4 2.02 -0.48 2.00  0.005
C5 4.35 0.06 1.76  -0.002
C6 -3.05 3.09 2.23  0.000
C7 -2.07 1.96 1.92  -0.001
C8 3.27 -0.19 2.58  0.001
H1 2.75 -0.26 -1.19  0.000
H2 -3.54 3.43 1.31  0.000
H3 -3.86 0.85 -0.51  0.000
H4 -0.70 0.86 3.11  0.000
H5 -3.82 2.76 2.92  0.000
H6 5.04 0.23 -0.28  0.000
H7 -2.52 3.94 2.67  0.000
H8 -1.19 4.50 0.26  0.000
H9 5.31 0.28 2.20  0.000
H10 -1.03 2.38 3.68  0.000
H11 -2.21 1.11 3.78  0.000

Net charge: -1
Spin multiplicity: 3
HOMO level (spin up / spin down) (eV): -5.701 / -5.661

=====

Entry 2:
This record from the OMol25 dataset describes C63H40Cl4N5O2PSSc as an isolated structure. The level of theory is ωB97M-V/def2-TZVPD.

Each line ends with the Löwdin charge.
Element x y z (Å)
Sc1 -0.67 -0.16 0.21  0.993
Cl1 2.55 6.21 6.90  0.643
Cl2 -8.23 -5.79 -0.65  0.639
Cl3 -1.82 2.36 -8.41  0.639
Cl4 4.94 -6.19 3.91  0.636
S1 -0.69 -1.87 -2.06  0.741
P1 1.49 0.30 -1.67  1.036
O1 2.01 -0.89 -2.78  -0.207
O2 2.65 -0.39 -4.90  0.121
N1 -0.21 2.30 0.41  0.090
N2 0.28 -0.01 2.26  0.024
N3 -1.47 -1.94 1.18  0.016
N4 1.30 -1.76 -0.35  -0.092
N5 -2.60 0.10 -0.82  -0.037
C1 0.52 1.07 3.08  -0.246
C2 5.49 0.66 0.61  -0.083
C3 -6.91 -4.67 -0.50  -0.686
C4 -2.55 3.23 -5.97  -0.108
C5 1.80 1.27 -3.27  -0.155
C6 2.22 -0.07 -3.83  -0.614
C7 2.39 -5.66 3.17  -0.110
C8 -1.73 2.88 -1.37  -0.191
C9 -0.32 2.92 -0.79  -0.204
C10 2.46 3.20 4.29  -0.038
C11 3.10 0.55 -0.82  -0.311
C12 -0.31 4.88 -3.25  -0.088
C13 2.69 -2.93 3.47  -0.048
C14 1.64 3.78 0.89  0.000
C15 -4.27 -0.88 -2.08  0.003
C16 0.61 -2.55 -1.22  -0.784
C17 3.09 0.63 0.56  -0.123
C18 1.75 4.07 -0.43  0.004
C19 -1.58 5.09 -2.61  -0.123
C20 2.04 5.11 5.66  -0.680
C21 5.50 0.61 -0.78  -0.078
C22 -3.65 -2.01 0.01  -0.110
C23 0.68 2.81 1.30  -0.227
C24 3.74 -3.77 3.76  -0.109
C25 -0.80 -2.81 1.99  -0.245
C26 -2.82 -3.72 1.65  -0.017
C27 -1.33 1.16 -6.03  -0.087
C28 4.32 0.55 -1.49  -0.061
C29 -1.90 2.25 -6.68  -0.681
C30 -2.16 4.27 -1.73  -0.034
C31 0.93 -0.73 4.34  -0.027
C32 -6.07 -2.58 0.26  -0.015
C33 0.73 2.38 2.65  -0.121
C34 0.83 0.63 4.40  -0.012
C35 -1.64 -3.92 2.29  -0.027
C36 -2.62 3.16 -4.59  -0.037
C37 2.76 -3.62 0.10  -0.059
C38 -4.62 -4.14 -0.85  -0.023
C39 0.70 3.71 -1.32  -0.184
C40 -2.08 1.88 -2.45  -0.098
C41 0.41 4.39 4.08  -0.009
C42 3.59 -5.13 3.60  -0.691
C43 2.06 -4.42 -0.81  -0.055
C44 4.28 0.67 1.28  -0.074
C45 -5.67 -5.02 -1.00  -0.101
C46 1.33 -4.81 2.88  -0.022
C47 2.88 4.08 5.27  -0.100
C48 -3.68 0.04 -2.87  -0.001
C49 -1.39 1.10 -4.65  -0.045
C50 2.34 -2.32 0.28  -0.138
C51 1.43 -3.42 3.05  -0.164
C52 1.22 3.34 3.67  -0.220
C53 0.80 5.27 5.07  -0.103
C54 -2.70 -2.50 0.93  -0.248
C55 0.58 -1.11 3.01  -0.268
C56 -4.80 -2.91 -0.21  -0.227
C57 -2.01 2.11 -3.89  -0.192
C58 -3.52 -0.92 -0.85  -0.289
C59 -7.12 -3.46 0.12  -0.109
C60 0.99 -3.88 -1.47  -0.091
C61 -2.69 0.70 -2.06  -0.315
C62 0.41 -2.47 2.65  -0.079
C63 0.72 4.26 -2.66  -0.065
H1 0.43 -5.25 2.50  0.094
H2 0.41 -4.44 -2.18  0.097
H3 -0.16 5.33 -4.23  0.107
H4 -3.20 3.89 -4.05  0.105
H5 4.36 0.47 -2.57  0.106
H6 -2.34 2.57 -0.50  0.136
H7 2.57 2.04 -3.31  0.091
H8 0.14 6.06 5.39  0.101
H9 -5.09 -1.52 -2.33  0.112
H10 4.25 0.69 2.36  0.100
H11 2.84 -1.87 3.55  0.102
H12 2.14 0.62 1.09  0.072
H13 3.60 -4.00 0.65  0.103
H14 -8.10 -3.21 0.50  0.099
H15 0.96 1.26 5.25  0.106
H16 2.87 -1.67 0.97  0.100
H17 -5.53 -5.96 -1.50  0.101
H18 -3.95 0.32 -3.87  0.114
H19 1.12 -1.42 5.14  0.116
H20 2.38 -5.44 -1.00  0.107
H21 3.11 2.39 3.99  0.114
H22 -2.07 6.02 -2.87  0.107
H23 3.85 3.97 5.73  0.103
H24 -3.63 -4.38 -1.22  0.131
H25 -3.05 4.04 -6.49  0.099
H26 -1.42 -4.70 3.00  0.096
H27 -3.70 -4.34 1.69  0.105
H28 -0.98 0.25 -4.14  0.091
H29 4.69 -3.35 4.06  0.103
H30 2.28 -6.72 3.04  0.103
H31 -3.11 4.57 -1.30  0.114
H32 6.42 0.65 1.16  0.100
H33 6.45 0.61 -1.30  0.100
H34 -6.21 -1.62 0.75  0.123
H35 0.89 1.64 -3.75  0.068
H36 1.68 4.26 -3.15  0.107
H37 2.55 4.69 -0.81  0.119
H38 -0.87 0.36 -6.59  0.109
H39 2.32 4.18 1.63  0.116
H40 -0.56 4.50 3.62  0.123

Net charge: -1
Spin multiplicity: 1
HOMO level (spin up / spin down) (eV): -3.350 / -3.358

=====

Entry 3:
This record from the OMol25 dataset describes one molecule with the formula C3H4O3. The level of theory is ωB97M-V/def2-TZVPD.

Each line ends with the Löwdin charge.
Element x y z (Å)
O1 0.36 0.31 -1.55  -0.005
O2 1.63 -0.94 0.62  0.078
O3 -1.63 1.19 1.15  0.085
C1 0.47 -1.15 0.38  -0.175
C2 -0.35 -0.14 -0.42  -0.322
C3 -0.62 1.04 0.51  -0.196
H1 0.23 1.75 0.56  0.144
H2 -0.05 -2.05 0.76  0.136
H3 1.25 0.55 -1.26  0.099
H4 -1.29 -0.57 -0.76  0.157

SMILES: O=CC(O)C=O
Spin multiplicity: 1
HOMO level (eV): -10.082

=====

Entry 4:
This record from the OMol25 dataset describes C43H47N6O4PS3SbSn as an isolated structure. The level of theory is ωB97M-V/def2-TZVPD.

Each line ends with the Löwdin spin population.
Element x y z (Å)
Sb1 5.90 1.37 0.63  0.016
Sn1 1.27 1.70 0.57  0.096
S1 7.70 0.52 -0.30  0.041
S2 4.09 2.08 -0.67  0.601
S3 5.39 1.49 2.79  0.010
P1 -0.16 3.43 -1.81  0.022
O1 -0.70 2.92 -3.24  0.009
O2 -0.10 4.99 -2.14  0.006
O3 -2.96 -9.68 -4.81  0.000
O4 1.43 3.08 -1.87  0.017
N1 -0.64 0.48 -0.20  0.047
N2 -2.10 -3.81 -2.19  0.000
N3 -0.09 -4.72 -1.93  0.000
N4 1.76 -0.69 0.14  0.015
N5 0.63 3.45 2.14  0.064
N6 0.54 0.85 2.71  0.020
C1 -2.95 0.42 -0.81  0.001
C2 -0.81 -2.62 2.78  0.000
C3 -1.31 -4.92 -2.38  0.000
C4 -0.81 -1.23 2.77  0.002
C5 0.89 4.79 1.70  0.002
C6 0.36 -3.34 2.96  0.002
C7 0.14 1.66 3.61  0.002
C8 -2.12 -0.49 2.69  0.000
C9 -1.58 -1.52 -1.17  0.002
C10 -0.09 -3.45 -1.45  0.000
C11 0.42 -0.58 2.91  0.001
C12 -1.34 -8.39 -3.76  0.000
C13 2.27 -3.31 -0.63  -0.001
C14 0.12 6.81 0.68  0.000
C15 -1.32 -2.85 -1.59  0.000
C16 1.42 7.27 0.64  0.002
C17 -1.28 5.73 -2.51  0.000
C18 0.27 3.15 3.31  0.004
C19 -0.79 1.52 -3.55  0.000
C20 0.00 4.18 4.38  0.003
C21 -3.09 -6.27 -3.49  0.000
C22 2.24 3.39 -3.04  0.002
C23 1.60 -1.28 3.18  0.002
C24 2.94 -1.24 0.34  0.000
C25 3.31 4.43 2.31  -0.002
C26 -1.60 5.07 1.28  0.000
C27 -0.17 5.55 1.21  0.002
C28 -2.65 -8.51 -4.24  0.000
C29 0.79 -1.42 -0.44  0.002
C30 -0.50 -0.80 -0.61  0.005
C31 -1.83 1.07 -0.29  0.002
C32 2.46 6.50 1.15  0.000
C33 -0.38 1.27 4.96  0.001
C34 2.21 5.25 1.69  0.001
C35 1.55 -2.67 3.20  0.000
C36 -2.82 -0.87 -1.26  -0.001
C37 -3.53 -7.44 -4.10  0.000
C38 -4.29 -9.86 -5.28  0.000
C39 2.85 -0.54 3.56  0.000
C40 -0.92 -7.23 -3.16  0.000
C41 1.00 -2.75 -0.84  0.000
C42 -1.80 -6.15 -3.01  0.000
C43 3.24 -2.56 -0.03  0.001
H1 3.68 -0.64 0.85  0.000
H2 -3.80 -5.46 -3.40  0.000
H3 0.26 1.68 5.74  0.000
H4 0.34 -4.42 2.98  0.000
H5 3.07 0.29 2.88  0.000
H6 4.23 -2.95 0.16  0.000
H7 -1.67 3.98 1.26  0.000
H8 -1.47 5.61 -3.57  0.000
H9 -2.09 5.42 2.19  0.000
H10 2.44 -4.33 -0.95  0.000
H11 3.72 -1.20 3.57  0.000
H12 -1.75 -3.14 2.65  0.000
H13 4.26 4.96 2.26  0.000
H14 1.61 3.77 -3.84  0.000
H15 0.00 3.76 5.38  0.000
H16 -2.01 0.53 2.32  0.000
H17 -3.68 -1.39 -1.67  0.000
H18 3.11 4.21 3.36  0.000
H19 2.46 -3.23 3.41  0.000
H20 -1.78 1.14 -3.31  0.000
H21 -0.41 0.19 5.07  0.000
H22 -3.90 0.94 -0.85  0.000
H23 -2.15 5.41 -1.94  0.000
H24 -4.34 -10.88 -5.67  0.000
H25 -0.04 0.94 -3.02  0.000
H26 -2.82 -1.02 2.04  0.000
H27 -3.07 -3.73 -2.45  0.000
H28 -4.52 -9.16 -6.09  0.000
H29 -2.18 5.46 0.44  0.000
H30 -4.54 -7.51 -4.46  0.000
H31 -0.98 4.63 4.20  0.000
H32 -5.01 -9.75 -4.47  0.000
H33 0.09 -7.13 -2.79  0.000
H34 -0.67 -9.24 -3.87  0.000
H35 2.73 2.47 -3.36  0.002
H36 -1.89 2.09 0.05  0.000
H37 2.75 -0.10 4.55  0.000
H38 1.64 8.25 0.21  0.000
H39 0.74 4.98 4.31  0.000
H40 3.44 3.47 1.81  -0.001
H41 -2.58 -0.43 3.68  0.000
H42 -1.38 1.68 5.12  0.000
H43 3.47 6.87 1.13  0.000
H44 2.97 4.13 -2.76  0.001
H45 -1.06 6.78 -2.29  0.000
H46 -0.62 1.42 -4.62  0.000
H47 -0.69 7.42 0.30  0.000

Net charge: +2
Spin multiplicity: 2
HOMO level (spin up / spin down) (eV): -11.824 / -11.824

=====

Calculated values (eV) of ΔE to the lowest compared entry with this formula, charge and spin for the records, taken in order: 0.074, 3.633, 1.728, 1.825.
Calculated values (hartree/bohr) of maximum force for the records, taken in order: 0.007, 0.029, 0.010, 0.017.
Calculated values (Ha) of energy for the records, taken in order: -4042.0299, -6190.2596, -342.3924, -4286.3608.